Record 1
Below is C38H54AuClN8O4 as an isolated structure, with properties calculated with ωB97M-V/def2-TZVPD.

Output
orbital gap (alpha / beta)	7.464 / 6.501	eV
spin multiplicity	3
E_LUMO (alpha / beta)	-5.28 / -7.04	eV
total charge	+2
strongest force on any atom	0.5	eV/A
energy above the lowest of the compared OMol25 structures with the same formula, charge and spin	2.91	kcal/mol
E_tot	-2814.521129	hartree
highest occupied orbital energy (alpha / beta)	-12.75 / -13.54	eV

Geometry as XYZ:
```
106
C38H54AuClN8O4 ωB97M-V/def2-TZVPD
Au 0.19 0.37 -0.55
Cl 0.59 3.28 0.58
O 1.86 3.89 0.48
O 0.60 2.18 1.51
O 0.24 2.70 -0.75
O -0.43 4.23 0.92
N -1.79 -1.38 2.02
N -4.24 4.32 0.68
N -3.79 -1.21 0.91
N 2.30 0.57 -1.04
N -3.11 3.21 2.35
N -1.87 -0.26 -0.06
N -2.95 2.34 0.25
N 0.90 -1.67 -0.94
C 0.14 -2.75 -1.08
C -2.67 1.24 -1.84
C 1.97 -4.20 -0.52
C -3.38 3.33 1.06
C -4.25 -2.59 1.09
C -3.27 -1.00 -3.41
C -2.54 -0.06 -1.30
C 3.01 -5.53 1.28
C 3.00 -0.54 -0.71
C -2.51 -1.71 3.25
C -2.92 -1.15 -2.07
C 4.36 -0.49 -0.52
C -2.68 2.46 -1.04
C -2.49 3.78 -3.10
C 5.06 0.70 -0.68
C 6.56 0.82 -0.44
C -3.19 0.23 -4.01
C -2.10 2.27 2.84
C 2.57 -5.56 -0.20
C -4.01 5.73 1.00
C -0.35 -1.54 2.14
C -3.72 4.05 3.37
C -2.77 2.65 -3.84
C 2.21 -1.80 -0.66
C 2.96 1.71 -1.27
C 7.15 -0.46 0.16
C -2.46 3.70 -1.72
C 6.81 1.98 0.53
C 0.64 -4.02 -0.90
C 4.32 1.81 -1.10
C 3.79 -5.80 -1.10
C -2.88 1.37 -3.23
C -4.80 -0.32 0.36
C -5.29 4.07 -0.31
C 2.75 -3.04 -0.44
C 7.24 1.11 -1.78
C 1.57 -6.69 -0.40
C -2.45 -0.93 0.92
H -5.65 -0.30 1.05
H -3.70 3.50 4.31
H -4.77 6.13 1.68
H -2.52 -2.79 3.44
H 7.07 0.30 -2.50
H 3.51 -5.77 -2.15
H -2.53 1.73 3.69
H 7.05 -1.31 -0.52
H -5.17 -0.66 -0.62
H -3.17 4.98 3.51
H 4.89 -1.39 -0.26
H -1.21 2.80 3.16
H -3.42 -3.24 1.36
H -0.06 -1.28 3.16
H -4.04 6.30 0.08
H -1.83 1.58 2.05
H 3.42 -6.51 1.55
H 3.80 -3.13 -0.20
H 8.32 1.21 -1.63
H 4.80 2.76 -1.29
H 6.88 2.04 -2.23
H 7.88 2.04 0.76
H -5.54 3.02 -0.34
H -0.89 -2.58 -1.34
H 4.58 -5.07 -0.93
H -3.52 -1.35 3.21
H -3.02 5.86 1.44
H 4.21 -6.79 -0.89
H -3.36 0.35 -5.07
H 2.05 -7.64 -0.17
H 6.69 -0.70 1.12
H 1.22 -6.75 -1.43
H -1.99 -1.23 4.09
H -5.02 -2.65 1.86
H -2.91 -2.13 -1.62
H -5.02 4.41 -1.31
H -3.56 -1.87 -3.99
H -4.69 -2.95 0.15
H -4.40 0.68 0.26
H 8.21 -0.31 0.33
H 0.19 -0.88 1.48
H 2.37 2.55 -1.59
H -2.88 2.72 -4.92
H 6.27 1.84 1.47
H -0.02 -4.87 -1.05
H -4.75 4.27 3.11
H -2.35 4.73 -3.59
H 6.52 2.95 0.11
H 3.78 -4.78 1.46
H -0.05 -2.57 1.95
H 2.17 -5.32 1.93
H -6.18 4.62 0.00
H 0.71 -6.59 0.26
H -2.29 4.59 -1.13
```

Record 2
Below is C21H12I2N7O5SSr as an isolated structure, with properties calculated with ωB97M-V/def2-TZVPD.

Output
orbital gap	6.666	eV
E_LUMO	0.77	eV
total charge	-1
strongest force on any atom	0.6	eV/A
energy above the lowest of the compared OMol25 structures with the same formula, charge and spin	0.00	kcal/mol
E_tot	-2591.546426	hartree
highest occupied orbital energy	-5.89	eV

Geometry as XYZ:
```
49
C21H12I2N7O5SSr ωB97M-V/def2-TZVPD
I 4.46 0.24 1.48
I 5.91 -1.95 0.98
Sr 0.87 0.13 1.70
S 2.95 3.76 2.46
O -3.34 -0.17 -0.18
O 2.00 4.09 3.49
O 1.78 1.59 -0.25
O 4.35 3.80 2.79
O -1.75 -2.07 -1.62
N 0.94 -0.89 6.42
N 1.08 -2.20 0.53
N -1.01 -0.49 -0.07
N 2.56 2.33 1.75
N -1.15 1.87 1.48
N 1.33 -0.80 4.00
N -0.93 0.16 7.66
C -2.77 2.63 -0.10
C -1.00 3.14 1.90
C 1.09 -0.79 5.15
C 1.90 4.44 -1.23
C 0.45 -3.67 -1.24
C 2.64 4.76 1.03
C 0.25 -2.53 -0.47
C 2.39 6.65 -0.37
C 2.19 2.51 0.46
C 2.73 6.13 0.88
C -2.59 3.93 0.31
C 1.98 5.82 -1.41
C -0.97 -1.66 -0.77
C -1.68 4.20 1.33
C 1.53 -4.49 -0.98
C -0.07 -0.31 7.04
C 2.11 -3.01 0.79
C -2.19 0.18 0.02
C 2.38 -4.16 0.06
C -2.01 1.63 0.50
C 2.24 3.94 0.01
H -0.29 3.31 2.70
H 3.24 -4.76 0.32
H -3.15 4.73 -0.16
H 1.57 3.78 -2.02
H 2.45 7.72 -0.53
H 1.71 -5.37 -1.58
H -1.51 5.20 1.70
H -0.26 -3.87 -2.03
H 2.74 -2.72 1.62
H -3.47 2.36 -0.88
H 1.72 6.26 -2.36
H 3.04 6.77 1.69
```

Record 3
Below is one molecule with the formula C3H8N2O2 in a non-equilibrium geometry, with properties calculated with ωB97M-V/def2-TZVPD.

Output
SMILES	[H]/N=C(/N)OCCO
orbital gap	9.854	eV
E_LUMO	0.72	eV
total charge	0
strongest force on any atom	4.1	eV/A
energy above the lowest of the compared OMol25 structures with the same formula, charge and spin	49.10	kcal/mol
E_tot	-379.062757	hartree
highest occupied orbital energy	-9.13	eV

Geometry as XYZ:
```
15
C3H8N2O2 ωB97M-V/def2-TZVPD
O 1.75 -1.18 2.12
O 0.34 0.45 -0.79
N -1.37 0.73 -2.16
N -1.89 0.48 0.04
C -1.01 0.56 -0.86
C 0.89 -1.06 0.95
C 0.96 0.31 0.46
H 1.92 0.73 0.37
H 0.50 1.13 1.09
H -0.59 0.81 -2.90
H -0.13 -1.24 1.36
H -1.59 0.11 1.00
H -2.29 0.99 -2.31
H 1.15 -1.82 0.13
H 2.14 -2.12 2.13
```

Record 4
Below is one molecule with the formula C3H3P3 in a non-equilibrium geometry, with properties calculated with ωB97M-V/def2-TZVPD.

Output
SMILES	P=C1C(=P)C1=P
orbital gap	6.320	eV
E_LUMO	-2.10	eV
total charge	0
strongest force on any atom	4.2	eV/A
energy above the lowest of the compared OMol25 structures with the same formula, charge and spin	96.86	kcal/mol
E_tot	-1139.935313	hartree
highest occupied orbital energy	-8.42	eV

Geometry as XYZ:
```
9
C3H3P3 ωB97M-V/def2-TZVPD
P 0.83 -1.50 -0.05
P -1.48 0.51 2.80
P -0.71 2.67 -0.81
C -0.83 0.82 1.36
C 0.12 0.00 0.04
C -0.60 1.22 0.02
H 1.49 -1.40 -1.43
H -0.33 2.17 -2.19
H -1.08 -0.98 3.13
```

Record 5
Below is one molecule with the formula C4H9NO3 in a non-equilibrium geometry, with properties calculated with ωB97M-V/def2-TZVPD.

Output
SMILES	O=CNC(CO)CO
orbital gap	9.872	eV
E_LUMO	0.44	eV
total charge	0
strongest force on any atom	5.1	eV/A
energy above the lowest of the compared OMol25 structures with the same formula, charge and spin	68.65	kcal/mol
E_tot	-438.219665	hartree
highest occupied orbital energy	-9.43	eV

Geometry as XYZ:
```
17
C4H9NO3 ωB97M-V/def2-TZVPD
O 2.45 0.61 -1.37
O -0.70 -0.77 2.01
O -0.81 1.53 0.66
N 0.56 -0.37 -1.20
C -0.70 -0.66 -0.44
C -0.33 -1.48 0.81
C -1.53 0.52 -0.12
C 1.33 0.75 -0.93
H -2.37 0.33 0.55
H -1.06 -2.29 0.95
H -0.20 1.20 1.40
H -1.75 1.12 -1.04
H -1.37 -1.34 -1.11
H 0.78 1.57 -0.57
H 0.97 -1.12 -1.67
H 0.77 -1.91 0.89
H 0.03 -0.68 2.60
```